Here is 2 unconnected molecules or ions with the total composition C3H10N2 in a non-equilibrium geometry from the Open Molecules 2025 dataset. Energies are from the ωB97M-V functional and the def2-TZVPD basis.

## Properties
HOMO energy = -8.666 eV
LUMO energy = 0.040 Eh
SMILES = C=CNN.C
electronic energy = -229.698048 Ha

The geometry in ORCA input format:
```
! wB97M-V def2-TZVPD RIJCOSX def2/J DEFGRID3
* xyz 0 1
C -1.91794 -0.78672 0.50760
C 0.81186 0.29943 0.72872
C 0.54174 1.57507 0.44088
H 1.24640 0.01671 1.67757
H -1.96503 -1.75561 0.02015
H -2.35472 -0.01803 -0.11895
H -2.39087 -0.81100 1.48027
H 0.77128 2.35009 1.15092
H 0.04789 1.87456 -0.46961
N 1.21224 -0.75221 -0.35723
N 1.08035 -0.37197 -1.69726
H 1.45683 0.57096 -1.84483
H 0.08965 -0.32944 -1.92176
H 2.12411 -1.15655 -0.18251
H -0.75379 -0.70528 0.58603
*
```


Here is 2 unconnected molecules or ions with the total composition C3H10N2 in a non-equilibrium geometry from the Open Molecules 2025 dataset. Energies are from the ωB97M-V functional and the def2-TZVPD basis.

## Properties
HOMO energy = -9.308 eV
LUMO energy = 0.038 Eh
SMILES = C=N.CCN
electronic energy = -229.759725 Ha

The geometry in ORCA input format:
```
! wB97M-V def2-TZVPD RIJCOSX def2/J DEFGRID3
* xyz 0 1
C 1.72602 -1.06380 2.25674
N 0.49964 -1.34297 2.41937
H 2.51169 -1.76174 2.52371
H 1.97554 -0.03145 2.00123
H -0.07026 -0.52202 2.22369
C -1.91071 0.59081 -1.08608
C -0.73019 0.85888 -1.98526
N 0.57628 0.75376 -1.27702
H -2.09224 -0.44453 -0.79498
H -2.82429 1.05316 -1.45170
H -1.69164 1.05309 -0.10647
H -0.75248 1.89781 -2.31727
H -0.74785 0.13533 -2.80259
H 1.22391 0.26436 -1.87042
H 0.47124 0.26595 -0.39666
*
```


Here is a single C3H10N2 molecule from the Open Molecules 2025 dataset. Energies are from the ωB97M-V functional and the def2-TZVPD basis.

## Properties
HOMO energy = -9.089 eV
LUMO energy = 0.041 Eh
SMILES = NCCCN
electronic energy = -229.799346 Ha

The geometry in ORCA input format:
```
! wB97M-V def2-TZVPD RIJCOSX def2/J DEFGRID3
* xyz 0 1
N 1.23591 -1.41804 1.56119
C 0.92864 -0.14360 0.87270
C -0.11826 -0.32738 -0.21355
C -0.74101 0.98840 -0.64753
N -1.67249 0.91160 -1.77221
H 1.22895 -1.27580 2.56351
H 2.18695 -1.69517 1.34759
H 0.52044 0.56939 1.58988
H 1.84593 0.30648 0.49862
H -0.87710 -1.00294 0.17429
H 0.28976 -0.80707 -1.10494
H -1.26624 1.44446 0.19729
H 0.06009 1.67946 -0.92309
H -2.41502 0.24990 -1.55690
H -1.20655 0.52032 -2.58685
*
```


Here is a single C3H10N2 molecule in a non-equilibrium geometry from the Open Molecules 2025 dataset. Energies are from the ωB97M-V functional and the def2-TZVPD basis.

## Properties
HOMO energy = -8.885 eV
LUMO energy = 0.042 Eh
SMILES = CCNCN
electronic energy = -229.780944 Ha

The geometry in ORCA input format:
```
! wB97M-V def2-TZVPD RIJCOSX def2/J DEFGRID3
* xyz 0 1
C -1.32215 0.26651 -0.45892
C 0.85143 -0.46572 0.45578
C 1.95847 0.48399 0.01369
N -0.26556 -0.67277 -0.63845
N -2.30284 -0.12957 0.48138
H -1.02044 1.30338 -0.26002
H -2.57956 -1.09693 0.36444
H 0.16014 -0.56692 -1.55173
H -1.79306 0.23292 -1.57853
H -2.05848 0.07607 1.44146
H 1.24820 -1.46601 0.64543
H 0.40619 -0.12290 1.39281
H 2.73704 0.55086 0.77349
H 1.56474 1.48268 -0.17291
H 2.41589 0.12442 -0.90792
*
```


Here is a molecular structure, C3H10N2 in a non-equilibrium geometry from the Open Molecules 2025 dataset. Energies are from the ωB97M-V functional and the def2-TZVPD basis.

## Properties
HOMO energy = -8.411 eV
LUMO energy = -0.016 Eh
electronic energy = -229.572525 Ha

The geometry in ORCA input format:
```
! wB97M-V def2-TZVPD RIJCOSX def2/J DEFGRID3
* xyz 0 1
N 1.87250 -0.67713 0.60414
C 1.10025 0.00965 -0.44933
C 0.08043 1.02024 0.14322
C -1.30906 0.35422 0.16921
N -1.18925 -0.92896 0.72316
H 1.05234 -1.01424 1.14510
H 2.35445 -1.52088 0.32825
H 1.87122 0.61700 -0.93564
H 0.55526 -0.58413 -1.19061
H -0.03770 1.92677 -0.45813
H 0.53492 1.21308 1.08414
H -2.11372 1.06375 0.40633
H -1.33409 -0.63822 -0.54618
H -1.37384 0.56801 -1.93015
H -2.06370 -1.40915 0.90648
*
```


Here is a single C3H10N2 molecule in a non-equilibrium geometry from the Open Molecules 2025 dataset. Energies are from the ωB97M-V functional and the def2-TZVPD basis.

## Properties
HOMO energy = -8.522 eV
LUMO energy = 0.043 Eh
SMILES = CCNCN
electronic energy = -229.786706 Ha

The geometry in ORCA input format:
```
! wB97M-V def2-TZVPD RIJCOSX def2/J DEFGRID3
* xyz 0 1
C 2.07350 -0.73921 0.06120
C 0.58033 -0.63947 0.32374
N -0.11910 0.12249 -0.68028
C -1.53654 0.27880 -0.51606
N -2.01177 1.11700 0.63552
H 2.67076 -1.30439 0.76395
H 2.51189 0.26184 -0.01287
H 2.10289 -1.13498 -0.95649
H 0.19828 -1.67954 0.32552
H 0.24565 -0.32351 1.31749
H 0.37433 0.89197 -1.09767
H -1.97316 -0.70953 -0.35396
H -1.94039 0.66849 -1.44633
H -1.28136 1.12208 1.34675
H -1.89531 2.06797 0.28947
*
```


Here is 2 unconnected molecules or ions with the total composition C3H10N2 in a non-equilibrium geometry from the Open Molecules 2025 dataset. Energies are from the ωB97M-V functional and the def2-TZVPD basis.

## Properties
HOMO energy = -9.038 eV
LUMO energy = 0.028 Eh
SMILES = C=NC.CN
electronic energy = -229.718363 Ha

The geometry in ORCA input format:
```
! wB97M-V def2-TZVPD RIJCOSX def2/J DEFGRID3
* xyz 0 1
C 3.24920 -0.21970 -0.18952
N 2.37832 0.85842 -0.00592
H 2.65788 -1.18108 -0.43378
H 3.90678 -0.34409 -1.12948
H 3.81878 -0.44702 0.76618
H 2.16097 0.96135 0.90338
H 1.56107 0.60334 -0.54336
C -2.85496 0.72745 0.71667
C -2.03343 -0.95427 -0.85175
N -2.44297 0.23871 -0.63552
H -2.32642 1.68463 0.87649
H -3.90842 0.99843 0.77409
H -2.59201 0.01561 1.53768
H -1.30916 -1.14246 -1.67914
H -2.26563 -1.79931 -0.10601
*
```


Here is 2 unconnected molecules or ions with the total composition C3H10N2 in a non-equilibrium geometry from the Open Molecules 2025 dataset. Energies are from the ωB97M-V functional and the def2-TZVPD basis.

## Properties
HOMO energy (spin up / spin down) = -13.611 / -13.552 eV
LUMO energy (spin up / spin down) = -0.143 / -0.281 Eh
electronic energy = -229.467100 Ha

The geometry in ORCA input format:
```
! wB97M-V def2-TZVPD RIJCOSX def2/J DEFGRID3
* xyz 1 2
C 0.32520 2.02857 1.50367
N -0.75238 1.23545 0.95520
H 1.33613 1.60181 1.43283
H 0.27828 2.17963 2.60078
H 0.40949 3.02556 1.08007
H -1.04828 0.49628 1.58690
H -1.63804 1.71024 0.83119
C -0.03730 -2.69920 -1.00829
C 0.16324 -1.50026 -1.64640
N 0.57444 -0.30490 -1.16896
H -0.22366 -2.67713 0.07344
H -0.08726 -3.71448 -1.36891
H 0.11662 -1.52552 -2.73299
H 0.36092 0.32599 -1.93215
H 0.22260 -0.18203 -0.20637
*
```